1.
The following is a quantum chemistry calculation of a molecular structure, C20H41Br15O21S6 in a non-equilibrium geometry, from the Open Molecules 2025 dataset.

The geometry in XYZ format:
```
103
Properties=species:S:1:pos:R:3:mulliken_charge:R:1
O -3.44 -0.93 3.11 -0.5359
S -2.70 -0.55 1.95 1.3372
O -2.99 0.63 1.22 -0.5893
O -1.14 -0.50 2.33 -0.2555
C -0.78 0.23 3.53 0.5271
C 0.68 0.56 3.38 -1.4798
C -2.51 -1.91 0.84 -1.0698
H -1.11 -0.36 4.37 0.0436
H -1.36 1.16 3.54 0.0225
H 1.08 1.05 4.26 0.4309
H 0.80 1.05 2.42 0.3542
H 1.24 -0.38 3.27 0.3332
H -3.28 -1.92 0.09 0.3220
H -2.53 -2.88 1.33 0.1833
H -1.55 -1.84 0.33 0.4028
O 6.63 4.06 -0.20 -0.6088
S 6.41 5.31 0.46 1.1858
O 6.99 6.48 -0.09 -0.6022
O 4.83 5.56 0.48 -0.3243
C 4.01 4.37 0.48 0.0716
C 2.67 4.68 1.12 -1.1320
C 6.70 5.20 2.25 -0.7956
H 4.50 3.61 1.10 0.3787
H 3.86 4.01 -0.53 0.0396
H 2.86 5.35 1.97 0.3440
H 2.22 3.83 1.64 0.2296
H 1.97 5.11 0.42 0.3152
H 7.38 4.39 2.45 0.3235
H 5.73 5.01 2.69 0.2393
H 7.03 6.20 2.52 0.3393
O -3.18 3.15 2.53 -0.5351
S -4.19 3.14 3.52 1.1210
O -4.60 4.37 4.13 -0.6869
O -5.53 2.42 3.00 -0.1536
C -6.47 3.12 2.14 -0.2194
C -7.58 2.14 1.83 -1.1757
C -3.85 2.02 4.84 -0.7302
H -5.96 3.42 1.22 0.3260
H -6.90 3.95 2.71 0.3022
H -7.20 1.30 1.24 0.2663
H -8.32 2.57 1.16 0.3739
H -8.01 1.65 2.70 0.3196
H -3.12 2.48 5.51 0.3755
H -3.51 1.08 4.42 0.0601
H -4.74 1.89 5.45 0.3604
C -3.62 -3.86 5.04 -0.2065
Br -4.28 -5.42 5.85 -0.0124
Br -2.11 -4.11 3.85 -0.0650
Br -3.12 -2.51 6.37 -0.0708
H -4.35 -3.42 4.39 0.3026
C 0.88 -3.65 5.99 -0.3774
Br 0.12 -4.74 7.37 -0.0127
Br 2.86 -3.71 6.16 -0.0617
Br 0.23 -1.87 6.04 0.0724
H 0.77 -4.13 5.03 0.4024
C 5.00 -0.34 5.40 -0.1439
Br 6.13 -0.40 6.98 -0.0302
Br 5.20 -1.91 4.29 0.0279
Br 5.24 1.38 4.54 -0.0029
H 3.97 -0.45 5.71 0.1473
C 0.49 -1.24 -6.65 -0.4031
Br -0.47 -1.27 -8.33 -0.0583
Br 0.51 -2.94 -5.66 0.0341
Br -0.16 0.10 -5.47 0.0182
H 1.53 -1.07 -6.85 0.4167
C 4.13 -3.37 -0.98 -0.0925
Br 5.19 -3.57 0.61 -0.0246
Br 5.22 -3.82 -2.51 -0.0299
Br 3.46 -1.54 -1.13 0.0274
H 3.24 -3.97 -0.98 0.0223
C -5.39 -1.43 -5.23 -0.3634
C -4.20 -1.85 -6.08 -0.4132
O -3.14 -1.20 -5.36 -0.1114
S -3.35 -1.41 -3.81 0.9460
O -3.08 -0.18 -3.18 -0.5417
O -2.65 -2.56 -3.38 -0.3999
O -4.96 -1.59 -3.87 -0.2856
H -6.22 -2.07 -5.52 0.3408
H -5.63 -0.39 -5.44 0.2838
H -4.22 -1.33 -7.03 0.3052
H -4.05 -2.91 -6.31 0.2670
C 1.83 3.04 -4.70 0.5730
C 2.78 2.80 -3.48 -0.4449
O 4.08 2.75 -4.14 -0.3238
S 4.12 4.04 -5.10 1.1322
O 5.13 3.91 -6.05 -0.5569
O 4.07 5.22 -4.32 -0.5342
O 2.66 3.70 -5.66 -0.3206
H 1.02 3.69 -4.40 0.3178
H 1.44 2.07 -5.02 -0.5003
H 2.61 1.85 -2.99 0.3951
H 2.87 3.60 -2.74 0.1964
C 1.21 -6.53 -4.28 -0.1943
C -0.25 -6.10 -4.33 -0.3769
O -0.34 -5.05 -3.40 -0.3063
S 0.94 -4.76 -2.50 1.0163
O 0.55 -4.70 -1.15 -0.4812
O 1.62 -3.66 -3.06 -0.3143
O 1.64 -6.14 -2.98 -0.3175
H 1.90 -6.08 -4.99 0.2258
H 1.39 -7.60 -4.33 0.2832
H -0.95 -6.88 -4.04 0.3033
H -0.54 -5.73 -5.31 0.2869
```

Its calculated total energy is -1180043.4935 eV. The HOMO energy comes out at -10.05 eV. Its multiplicity is 1. As for the HOMO-LUMO gap: 9.76 eV. As for the net charge: 0.


2.
The following is a quantum chemistry calculation of a gas-phase ion, C3H7N2O (charge +1) in a non-equilibrium geometry, from the Open Molecules 2025 dataset.

The geometry in XYZ format:
```
13
Properties=species:S:1:pos:R:3:nbo_charge:R:1
N 1.28 1.60 -0.04 -0.8407
C 1.18 0.27 -0.07 0.3760
O 2.13 -0.75 -0.39 -0.4725
C 1.17 -1.08 0.64 0.0295
C 0.03 -0.79 -0.40 -0.1570
N -1.35 -0.50 -0.15 -0.6856
H 1.72 2.01 0.81 0.4222
H 1.74 1.91 -1.00 0.4222
H 1.55 -1.49 1.58 0.2758
H 0.30 -1.31 -1.39 0.2553
H -1.81 0.11 -0.82 0.4496
H -1.43 0.12 0.71 0.4655
H -1.91 -1.33 -0.27 0.4597
```

Its calculated total energy is -8240.9358 eV. The HOMO energy comes out at -13.39 eV. Its SMILES is N[C@@]12O[C@@H]1[C@H]2[NH3+]. As for the energy above the lowest of the compared OMol25 structures with the same formula, charge and spin: 120.0 kcal per mole. Its multiplicity is 1. As for the HOMO-LUMO gap: 9.45 eV. As for the net charge: +1.


3.
The following is a quantum chemistry calculation of a molecular structure, C8H10O4PmS in a non-equilibrium geometry, from the Open Molecules 2025 dataset.

The geometry in XYZ format:
```
24
Properties=species:S:1:pos:R:3:lowdin_spin:R:1
Pm -0.48 -0.65 0.09 4.0688
C 0.04 -2.58 -0.77 -0.0074
O 0.60 -3.56 -1.05 0.0156
C 1.91 -0.43 -0.77 -0.0050
O 3.04 -0.58 -0.95 0.0017
C 1.34 -1.75 1.37 -0.0062
O 2.36 -2.06 1.84 0.0029
C -0.44 -0.23 -2.33 -0.0091
O -0.38 0.26 -3.38 0.0012
C -0.22 3.73 1.39 -0.0080
H -1.12 3.87 0.82 0.0000
H -0.32 3.48 2.44 -0.0001
C 0.97 3.65 0.78 -0.0069
H 1.89 3.41 1.33 0.0000
H 1.05 3.83 -0.30 0.0001
C -4.11 -0.21 2.37 -0.0052
S -3.09 -0.76 0.96 -0.0354
C -4.34 -0.92 -0.35 -0.0032
H -3.46 -0.02 3.20 0.0000
H -4.83 -1.00 2.74 -0.0014
H -4.71 0.69 2.23 -0.0009
H -3.90 -1.57 -1.11 0.0001
H -5.32 -1.36 -0.14 -0.0007
H -4.52 0.03 -0.85 -0.0010
```

Its calculated total energy is -44002.1271 eV. The HOMO energy (spin up / spin down) comes out at -18.92 / -18.99 eV. Its multiplicity is 5. As for the HOMO-LUMO gap (spin up / spin down): 4.19 / 4.38 eV. As for the net charge: +3.


4.
The following is a quantum chemistry calculation of a molecular structure, C9H6Cl2HoN2O4Tm in a non-equilibrium geometry, from the Open Molecules 2025 dataset.

The geometry in XYZ format:
```
25
Properties=species:S:1:pos:R:3:nbo_charge:R:1
Tm 0.47 0.19 -5.72 1.6162
Ho -0.10 1.41 -1.14 1.9827
Cl -0.57 1.99 -4.34 -0.6850
Cl 1.92 0.75 -2.44 -0.5090
C -0.74 -0.54 -0.08 0.4053
C -0.06 1.28 -7.69 0.3603
C 0.61 -1.18 -7.82 0.3760
O -0.98 -1.47 0.59 -0.2297
O -0.27 1.51 -8.80 -0.2688
O 0.56 -1.47 -8.93 -0.2732
N -0.53 3.65 5.67 -0.5363
C -0.76 2.62 4.76 0.6163
O -1.62 1.78 4.92 -0.0455
C -0.02 2.67 3.45 -0.1526
C 0.99 3.56 3.03 -0.0213
C 1.58 3.37 1.79 -0.1625
C 1.03 2.48 0.86 -0.0537
N -0.09 1.75 1.20 -0.5752
C -0.41 1.68 2.52 0.1502
H -1.07 3.54 6.51 0.4621
H 0.40 3.94 5.87 0.4500
H 1.34 4.34 3.72 0.2857
H 2.48 3.91 1.47 0.3081
H 1.63 2.18 -0.05 0.2370
H -1.00 0.83 2.80 0.2631
```

Its calculated total energy is -100928.9790 eV. The HOMO energy (spin up / spin down) comes out at -20.35 / -19.41 eV. Its multiplicity is 7. As for the HOMO-LUMO gap (spin up / spin down): 6.03 / 2.41 eV. As for the net charge: +4.


5.
The following is a quantum chemistry calculation of a molecular structure, C15H32As2N2NiO5 in a non-equilibrium geometry, from the Open Molecules 2025 dataset.

The geometry in XYZ format:
```
57
Properties=species:S:1:pos:R:3:nbo_charge:R:1
O 0.58 3.34 0.90 -1.0399
H 0.11 4.14 1.19 0.4723
Ni -0.83 0.76 -1.42 0.7565
N -1.92 -0.21 -2.72 -0.3296
N -0.05 -1.05 -1.53 -0.3620
O -2.99 0.33 -3.48 -0.6061
O 1.04 -1.59 -0.81 -0.6256
C -1.48 -1.33 -3.27 0.0941
C -0.32 -1.81 -2.58 0.0720
C -2.08 -1.87 -4.50 -0.6542
C 0.57 -2.93 -2.93 -0.6440
H -3.15 -1.68 -4.55 0.2382
H -1.91 -2.95 -4.56 0.2074
H -1.61 -1.42 -5.39 0.2135
H 0.61 -3.68 -2.13 0.2079
H 1.60 -2.58 -3.11 0.2191
H 0.22 -3.42 -3.84 0.2123
H -3.36 1.04 -2.92 0.4663
H 1.33 -0.88 -0.20 0.4588
O -1.05 -2.85 1.07 -0.9717
H -1.55 -3.68 1.00 0.4748
H -0.53 -2.78 0.25 0.5024
C 2.52 3.11 1.44 -0.6625
H 2.17 3.93 2.06 0.2440
H 2.52 3.22 0.36 0.2543
H 3.60 3.03 1.68 0.1670
O -0.49 2.41 -1.07 -1.1884
H 0.17 3.00 -0.04 0.5157
H -0.74 3.01 -1.79 0.4739
C -2.75 -0.37 2.30 -0.9765
As -1.52 0.94 1.53 0.8989
C -2.80 2.39 1.23 -0.9448
C -0.77 1.68 3.23 -0.3115
C -1.65 2.08 4.24 -0.2171
C -1.16 2.68 5.40 -0.2026
C 0.21 2.87 5.57 -0.2333
C 1.11 2.44 4.58 -0.1809
C 0.62 1.85 3.42 -0.3406
As 1.91 1.25 2.04 1.3785
C 3.46 0.88 3.19 -0.9702
C 1.42 -0.72 2.26 -0.7811
H -3.76 -0.12 1.93 0.2227
H -2.70 -0.31 3.39 0.2191
H -2.42 -1.35 1.93 0.2695
H -3.76 2.12 1.69 0.2119
H -2.40 3.32 1.65 0.2256
H -2.91 2.48 0.14 0.2471
H -2.73 1.93 4.11 0.2179
H -1.86 3.01 6.17 0.2175
H 0.60 3.34 6.47 0.2176
H 2.19 2.57 4.72 0.2018
H 3.11 0.56 4.17 0.2430
H 4.00 0.06 2.69 0.2341
H 4.09 1.77 3.26 0.2319
H 1.38 -0.91 3.34 0.2535
H 0.45 -0.94 1.80 0.2693
H 2.23 -1.29 1.79 0.2324
```

Its calculated total energy is -192002.8700 eV. The HOMO energy (spin up / spin down) comes out at -4.42 / -5.98 eV. As for the energy above the lowest of the compared OMol25 structures with the same formula, charge and spin: 22.1 kcal per mole. Its multiplicity is 3. As for the HOMO-LUMO gap (spin up / spin down): 2.67 / 4.21 eV. As for the net charge: 0.


6.
The following is a quantum chemistry calculation of 2 unconnected molecules or ions with the total composition C38H32O4 in a non-equilibrium geometry, from the Open Molecules 2025 dataset.

The geometry in XYZ format:
```
74
Properties=species:S:1:pos:R:3:mulliken_charge:R:1
C 6.95 1.87 0.37 -0.3577
C 6.11 2.52 -0.51 -0.8544
C 4.77 2.62 -0.25 -0.2550
C 4.22 2.05 0.91 0.3440
C 2.77 2.14 1.24 0.3843
C 1.88 2.67 0.27 -0.2237
C 0.49 2.83 0.46 0.4711
C -0.29 3.55 -0.59 0.2336
C 0.30 4.13 -1.71 -0.2731
C -0.46 4.80 -2.64 -0.8322
C -1.82 4.91 -2.47 -0.3582
C -2.43 4.35 -1.37 -0.6876
C -1.67 3.68 -0.43 -0.2573
O -0.11 2.41 1.44 -0.7889
O 2.40 1.74 2.34 -0.7582
C 5.08 1.41 1.79 -0.4947
C 6.43 1.31 1.53 -0.5952
H 8.00 1.80 0.16 0.4012
H 6.50 2.96 -1.41 0.4025
H 4.14 3.15 -0.93 0.4854
H 2.30 2.97 -0.66 0.0026
H 1.36 4.08 -1.85 0.4773
H 0.02 5.24 -3.50 0.3916
H -2.41 5.43 -3.21 0.4028
H -3.49 4.45 -1.23 0.3972
H -2.13 3.25 0.44 0.4695
H 4.67 1.00 2.69 0.5103
H 7.08 0.81 2.22 0.4200
C -6.32 -2.23 -4.41 -0.8220
O -5.22 -1.36 -4.44 -0.4363
C -4.34 -1.46 -3.37 0.9285
C -3.25 -0.58 -3.35 -0.7135
C -2.32 -0.61 -2.34 -0.5094
C -2.45 -1.52 -1.27 -0.3676
C -1.46 -1.57 -0.18 0.3124
C -0.08 -1.60 -0.51 -1.2031
C 0.95 -1.53 0.38 0.2495
C 2.35 -1.66 0.06 0.5880
C 3.28 -1.76 1.10 -0.2666
C 4.62 -1.93 0.84 -0.6992
C 5.07 -2.00 -0.47 -0.3660
C 4.17 -1.91 -1.51 -0.9226
C 2.83 -1.74 -1.25 -0.3532
C -1.92 -1.62 1.22 0.1125
C -2.86 -0.68 1.69 -0.1096
C -3.32 -0.73 2.97 -0.8038
C -2.91 -1.73 3.86 0.9097
O -3.45 -1.70 5.14 -0.4429
C -2.93 -2.65 6.04 -0.8224
C -1.99 -2.68 3.39 -0.3544
C -1.49 -2.62 2.12 -0.9716
C -3.55 -2.39 -1.29 -0.7545
C -4.46 -2.38 -2.31 -0.3590
H -6.95 -2.03 -5.28 0.2416
H -5.98 -3.27 -4.47 0.3362
H -6.91 -2.07 -3.51 0.3451
H -3.15 0.13 -4.15 0.4701
H -1.50 0.08 -2.33 0.6367
H 0.16 -1.72 -1.55 0.7391
H 0.70 -1.40 1.42 0.5474
H 2.94 -1.73 2.12 0.4036
H 5.32 -2.03 1.65 0.3940
H 6.12 -2.13 -0.67 0.4210
H 4.51 -1.99 -2.53 0.4132
H 2.14 -1.71 -2.08 0.3598
H -3.19 0.09 1.02 0.5408
H -4.02 0.00 3.33 0.4738
H -3.38 -2.49 7.02 0.2431
H -3.17 -3.66 5.70 0.3297
H -1.85 -2.52 6.13 0.3537
H -1.67 -3.48 4.04 0.4201
H -0.81 -3.38 1.76 0.5719
H -3.65 -3.11 -0.49 0.4657
H -5.26 -3.10 -2.32 0.4138
```

Its calculated total energy is -48111.5355 eV. The HOMO energy comes out at -5.90 eV. As for the energy above the lowest of the compared OMol25 structures with the same formula, charge and spin: 25.7 kcal per mole. Its multiplicity is 1. As for the HOMO-LUMO gap: 3.20 eV. As for the net charge: 0.